1.
The following is a quantum chemistry calculation of an isolated molecule of C21H23N3O2, from the Open Molecules 2025 dataset.

## Properties
- energy above the lowest of the compared OMol25 structures with the same formula, charge and spin (kJ/mol) = 0.0
- charge = 0
- HOMO level (eV) = -8.32
- electronic energy (eV) = -30717.2157
- HOMO-LUMO gap (Eh) = 0.3070
- SMILES string = CCCC(=O)NCCc1nc2ccccc2n1CC(=O)c1ccccc1

Geometry as XYZ:
```
49
C21H23N3O2 | the Open Molecules 2025 dataset | the ωB97M-V functional and the def2-TZVPD basis
C 5.08 0.82 1.42
C 4.39 0.37 0.14
C 3.60 1.51 -0.50
C 2.35 1.86 0.28
O 1.88 1.16 1.17
N 1.79 3.05 -0.08
H 2.11 3.46 -0.94
C 0.44 3.36 0.31
H 0.27 2.84 1.26
H 0.34 4.43 0.48
C -0.57 2.89 -0.76
C -0.15 1.58 -1.31
N 0.53 1.47 -2.42
C 0.84 0.14 -2.56
C 1.55 -0.53 -3.54
C 1.72 -1.89 -3.39
C 1.20 -2.58 -2.29
C 0.48 -1.93 -1.31
C 0.31 -0.56 -1.45
N -0.31 0.38 -0.67
C -0.94 0.10 0.58
C -2.23 -0.70 0.39
O -2.71 -0.87 -0.70
C -2.84 -1.26 1.62
C -3.93 -2.13 1.46
C -4.55 -2.69 2.55
C -4.10 -2.39 3.83
C -3.03 -1.53 4.00
C -2.40 -0.97 2.91
H -1.56 -0.30 3.07
H -2.68 -1.30 5.00
H -4.59 -2.83 4.69
H -5.39 -3.35 2.41
H -4.26 -2.34 0.45
H -1.19 1.04 1.08
H -0.23 -0.44 1.21
H 0.07 -2.47 -0.46
H 1.36 -3.64 -2.22
H 2.27 -2.44 -4.13
H 1.96 0.00 -4.39
H -1.58 2.85 -0.34
H -0.57 3.60 -1.59
H 4.22 2.40 -0.61
H 3.26 1.21 -1.50
H 3.71 -0.45 0.36
H 5.14 0.01 -0.58
H 5.77 1.64 1.22
H 4.34 1.15 2.14
H 5.64 -0.01 1.86
```

2.
The following is a quantum chemistry calculation of a structure of composition C23H30AsF6KN6O2S, from the Open Molecules 2025 dataset.

## Properties
- energy above the lowest of the compared OMol25 structures with the same formula, charge and spin (kJ/mol) = 0.0
- charge = +1
- 2S+1 = 2
- HOMO level (alpha / beta) (eV) = -11.27 / -11.27
- electronic energy (eV) = -141675.6378
- HOMO-LUMO gap (alpha / beta) (Eh) = 0.3124 / 0.1460

Geometry as XYZ:
```
70
C23H30AsF6KN6O2S | the Open Molecules 2025 dataset | the ωB97M-V functional and the def2-TZVPD basis
K 0.58 -0.93 0.52
F 1.21 0.77 2.29
As 0.60 -0.14 3.68
F 1.11 -1.63 2.87
F 0.01 1.32 4.34
F -0.08 -1.09 4.92
F -0.91 -0.30 2.72
F 2.12 -0.01 4.43
O 8.79 -2.29 -0.55
C 7.85 -3.26 -0.96
N 7.16 -2.95 -2.18
C 6.03 -2.20 -2.35
O 5.53 -2.06 -3.45
C 5.38 -1.58 -1.15
C 6.05 -0.91 -0.14
C 5.31 -0.34 0.88
C 3.93 -0.47 0.86
N 3.27 -1.10 -0.12
C 3.99 -1.64 -1.10
H 9.58 -2.34 -1.11
H 7.13 -3.34 -0.15
H 8.33 -4.23 -1.09
H 7.56 -3.27 -3.05
H 7.13 -0.83 -0.15
H 5.78 0.20 1.69
H 3.33 -0.05 1.66
H 3.46 -2.13 -1.90
C -4.96 -4.33 -1.33
C -4.81 -3.41 -0.12
N -3.48 -2.81 -0.10
C -2.43 -3.56 0.60
C -2.37 -3.13 2.08
C -3.23 -1.59 -0.66
C -4.37 -0.81 -1.26
N -2.01 -1.17 -0.57
H -5.95 -4.79 -1.29
H -4.22 -5.13 -1.32
H -4.88 -3.78 -2.27
H -4.91 -3.98 0.81
H -5.56 -2.63 -0.12
H -1.49 -3.37 0.10
H -2.69 -4.61 0.52
H -2.15 -2.07 2.17
H -1.57 -3.69 2.56
H -3.30 -3.35 2.59
H -5.08 -0.50 -0.50
H -4.90 -1.39 -2.01
H -3.97 0.08 -1.74
H -1.90 -0.20 -0.87
S -0.66 5.92 -1.11
C -0.51 4.16 -0.93
C 0.11 3.43 -1.94
C 0.25 2.06 -1.78
N -0.17 1.39 -0.70
C -0.75 2.12 0.27
C -0.94 3.48 0.21
C -2.30 6.15 -0.45
C -2.49 6.67 0.82
C -3.80 6.83 1.27
N -4.87 6.51 0.55
C -4.67 6.03 -0.68
C -3.41 5.84 -1.23
H 0.46 3.91 -2.84
H 0.73 1.47 -2.55
H -1.07 1.58 1.16
H -1.40 4.01 1.03
H -1.65 6.95 1.44
H -3.99 7.23 2.26
H -5.56 5.80 -1.25
H -3.30 5.45 -2.23
```

3.
The following is a quantum chemistry calculation of a structure of composition C50H60GeN2PRuSiTe at a distorted geometry, from the Open Molecules 2025 dataset.

## Properties
- energy above the lowest of the compared OMol25 structures with the same formula, charge and spin (kJ/mol) = 0.0
- charge = +1
- HOMO level (alpha / beta) (eV) = -9.69 / -9.69
- electronic energy (eV) = -139355.7193
- HOMO-LUMO gap (alpha / beta) (Eh) = 0.1904 / 0.1903

Geometry as XYZ:
```
117
C50H60GeN2PRuSiTe | the Open Molecules 2025 dataset | the ωB97M-V functional and the def2-TZVPD basis
Ru 0.12 -0.31 -0.13
C -1.87 2.18 3.00
C -2.36 3.37 2.52
C -2.15 3.66 1.18
C -1.48 2.76 0.36
N -0.98 1.60 0.84
C -1.19 1.35 2.13
C -1.36 3.18 -1.07
C -2.48 3.68 -1.72
C -2.35 4.21 -2.99
C -1.09 4.24 -3.56
C -0.03 3.70 -2.85
N -0.15 3.17 -1.63
H -2.01 1.88 4.03
H -2.88 4.07 3.16
H -2.50 4.59 0.76
H -0.78 0.43 2.51
H -3.45 3.64 -1.23
H -3.21 4.59 -3.52
H -0.93 4.66 -4.54
H 0.96 3.69 -3.28
C -0.05 -1.79 3.52
Ge -0.83 -1.84 1.68
C -2.77 -1.59 2.15
C -3.05 -1.01 3.39
C -4.34 -0.78 3.84
C -5.42 -1.14 3.05
C -5.18 -1.72 1.81
C -3.89 -1.93 1.37
C -0.22 -3.65 1.22
C 0.96 -3.68 0.53
C 1.62 -4.89 0.21
C 1.07 -6.08 0.60
C -0.15 -6.10 1.32
C -0.72 -7.33 1.73
C -1.89 -7.36 2.44
C -2.53 -6.15 2.77
C -2.00 -4.95 2.38
C -0.80 -4.89 1.64
H -0.73 -2.37 4.15
H 0.08 -0.82 4.00
H 0.90 -2.32 3.52
H -2.24 -0.73 4.05
H -4.51 -0.34 4.81
H -6.43 -0.98 3.39
H -6.01 -2.02 1.18
H -3.77 -2.40 0.40
H 1.41 -2.75 0.19
H 2.55 -4.87 -0.34
H 1.56 -7.01 0.36
H -0.21 -8.25 1.48
H -2.31 -8.30 2.75
H -3.46 -6.17 3.33
H -2.52 -4.03 2.64
C -1.85 -3.28 -1.37
Si -1.07 -1.77 -2.17
C -2.47 -0.56 -2.68
C -3.63 -1.37 -3.27
C -2.99 0.16 -1.44
C -2.05 0.49 -3.70
C -0.11 -2.62 -3.63
C 0.26 -1.74 -4.82
C -0.96 -3.77 -4.21
C 1.15 -3.28 -3.04
H -2.62 -3.64 -2.06
H -2.30 -3.11 -0.40
H -1.12 -4.08 -1.24
H -4.10 -2.02 -2.52
H -3.35 -1.98 -4.12
H -4.40 -0.67 -3.61
H -3.35 -0.52 -0.68
H -3.83 0.81 -1.73
H -2.23 0.79 -1.00
H -1.88 0.07 -4.69
H -1.16 1.04 -3.42
H -2.86 1.22 -3.80
H -0.62 -1.44 -5.39
H 0.91 -2.31 -5.50
H 0.81 -0.82 -4.56
H -1.92 -3.44 -4.61
H -1.14 -4.56 -3.49
H -0.41 -4.21 -5.05
H 1.76 -2.58 -2.47
H 1.77 -3.68 -3.84
H 0.88 -4.10 -2.38
C 3.03 -1.05 1.82
P 2.00 0.31 1.19
C 1.73 1.31 2.68
C 3.23 1.39 0.37
C 2.82 2.69 0.04
C 3.70 3.56 -0.59
C 4.99 3.14 -0.89
C 5.40 1.87 -0.55
C 4.52 0.99 0.08
H 3.28 -1.77 1.04
H 2.47 -1.59 2.59
H 3.94 -0.66 2.26
H 2.72 1.60 3.05
H 1.22 0.74 3.45
H 1.16 2.21 2.46
H 1.81 3.01 0.23
H 3.37 4.56 -0.84
H 5.68 3.82 -1.38
H 6.40 1.53 -0.79
H 4.87 0.00 0.34
Te 1.33 0.53 -2.26
C 3.12 -0.45 -2.70
C 3.69 -1.47 -1.93
C 4.90 -2.03 -2.31
C 5.55 -1.58 -3.45
C 4.99 -0.57 -4.22
C 3.78 0.00 -3.84
H 3.19 -1.82 -1.04
H 5.33 -2.82 -1.71
H 6.49 -2.02 -3.74
H 5.50 -0.22 -5.10
H 3.35 0.78 -4.45
```

4.
The following is a quantum chemistry calculation of a cluster of 6 separate species, C38H43ClF5N4O2S in total at a distorted geometry, from the Open Molecules 2025 dataset.

## Properties
- charge = +1
- HOMO level (eV) = -10.61
- electronic energy (eV) = -87090.6682
- HOMO-LUMO gap (Eh) = 0.2392

Geometry as XYZ:
```
94
C38H43ClF5N4O2S | the Open Molecules 2025 dataset | the ωB97M-V functional and the def2-TZVPD basis
N 4.46 0.74 -0.65
N 4.54 -0.65 -0.69
C 3.86 -1.31 -1.71
N 3.98 -2.84 -1.78
C 2.54 -3.38 -1.89
C 1.73 -2.60 -3.12
C 1.64 -0.96 -2.87
C 0.63 -0.52 -1.65
C -0.47 0.65 -2.11
C -1.92 0.03 -2.55
C -2.85 -0.47 -1.25
S -3.44 -2.23 -1.56
O -4.11 -2.72 -0.26
O -2.26 -3.13 -2.05
Cl -4.88 -2.22 -3.10
N 3.06 -0.47 -2.71
H 3.54 1.05 -0.28
H 5.26 1.07 -0.08
H 5.12 -1.23 -0.02
H 4.26 -3.10 -0.79
H 2.04 -3.20 -0.83
H 2.64 -4.52 -2.10
H 0.70 -3.09 -3.38
H 2.41 -2.73 -4.09
H 1.24 -0.50 -3.88
H 0.11 -1.44 -1.10
H 1.32 -0.01 -0.82
H -0.05 1.27 -3.04
H -0.61 1.41 -1.21
H -2.55 0.91 -3.05
H -1.84 -0.82 -3.38
H -2.18 -0.37 -0.28
H -3.76 0.27 -1.10
H 3.55 -0.66 -3.64
F -1.80 2.61 -0.17
C -1.64 2.90 1.13
C -0.39 2.75 1.72
C -0.22 3.05 3.07
C -1.31 3.49 3.82
C -2.57 3.64 3.23
C -2.73 3.35 1.87
H 0.44 2.39 1.12
H 0.75 2.94 3.53
H -1.18 3.73 4.88
H -3.41 3.98 3.81
H -3.70 3.46 1.39
F 4.95 -6.65 -6.81
C 5.63 -6.42 -5.68
C 6.73 -7.21 -5.37
C 7.44 -6.97 -4.19
C 7.03 -5.94 -3.33
C 5.93 -5.16 -3.65
C 5.22 -5.39 -4.83
H 7.02 -8.01 -6.04
H 8.30 -7.58 -3.94
H 7.58 -5.76 -2.41
H 5.61 -4.36 -2.98
H 4.37 -4.78 -5.10
F -2.25 6.80 5.72
C -2.02 6.24 6.91
C -3.09 5.85 7.71
C -2.85 5.27 8.95
C -1.54 5.08 9.38
C -0.46 5.47 8.58
C -0.71 6.05 7.33
H -4.11 6.02 7.36
H -3.68 4.96 9.58
H -1.35 4.62 10.35
H 0.56 5.33 8.92
H 0.11 6.35 6.69
F 1.95 0.75 2.23
C 2.18 0.19 3.42
C 1.11 -0.20 4.22
C 1.35 -0.79 5.46
C 2.66 -0.97 5.90
C 3.74 -0.58 5.09
C 3.49 0.00 3.84
H 0.09 -0.04 3.87
H 0.52 -1.10 6.09
H 2.85 -1.43 6.87
H 4.76 -0.72 5.43
H 4.31 0.30 3.20
F -9.25 2.98 -6.20
C -8.52 1.93 -5.81
C -7.18 1.86 -6.17
C -6.42 0.76 -5.76
C -7.01 -0.26 -5.02
C -8.36 -0.19 -4.68
C -9.12 0.92 -5.07
H -6.74 2.66 -6.75
H -5.37 0.70 -6.03
H -6.42 -1.12 -4.71
H -8.83 -0.99 -4.10
H -10.17 1.00 -4.80
```

5.
The following is a quantum chemistry calculation of a cluster of 10 separate species, C46H78BrF3N6O31PS2 in total at a distorted geometry, from the Open Molecules 2025 dataset.

## Properties
- charge = +1
- HOMO level (eV) = -10.67
- electronic energy (eV) = -230527.6735
- HOMO-LUMO gap (Eh) = 0.3197

Geometry as XYZ:
```
168
C46H78BrF3N6O31PS2 | the Open Molecules 2025 dataset | the ωB97M-V functional and the def2-TZVPD basis
C 2.03 -2.43 7.05
C 0.96 -3.41 6.53
S 1.10 -3.47 4.72
C -0.62 -3.81 4.30
N -1.36 -3.12 3.13
C -2.74 -3.72 3.37
C -1.46 -1.55 3.28
C -2.78 -1.01 2.67
O -3.92 -1.21 3.50
C -4.97 -0.34 3.13
C -1.38 -1.10 4.76
C -1.73 0.38 4.97
F -2.27 -1.82 5.57
C -0.35 -0.76 2.47
C 0.90 -0.25 3.25
C 2.20 0.18 2.52
N 2.08 0.58 1.13
N 3.17 -0.91 2.57
N 2.66 1.40 3.25
N -0.11 -1.38 1.17
P -0.57 -0.43 -0.14
N -2.11 -0.34 -0.47
C 0.25 -2.77 1.11
F 1.38 -2.96 1.89
C 0.65 -3.23 -0.29
C 2.00 -2.62 -0.78
C 3.01 -3.69 -1.22
S 3.87 -4.47 0.12
O 4.23 -3.55 1.15
O 3.16 -5.66 0.49
O 5.20 -4.88 -0.66
C -0.87 -3.65 1.76
Br -2.35 -3.53 0.41
C -0.58 -5.17 1.74
C 0.69 -5.79 2.31
F 0.34 -6.59 3.42
H 2.37 -2.71 8.04
H 1.62 -1.42 7.09
H 2.88 -2.40 6.37
H -0.04 -3.08 6.81
H 1.13 -4.40 6.94
H -1.20 -3.60 5.19
H -0.74 -4.88 4.15
H -3.47 -3.34 2.67
H -3.07 -3.42 4.35
H -2.69 -4.80 3.32
H -2.97 -1.42 1.68
H -2.68 0.07 2.51
H -5.86 -0.66 3.67
H -4.73 0.69 3.41
H -5.17 -0.39 2.06
H -0.41 -1.30 5.20
H -1.49 1.01 4.12
H -1.21 0.73 5.86
H -2.80 0.45 5.14
H -0.83 0.17 2.19
H 1.21 -0.92 4.03
H 0.59 0.67 3.75
H 2.07 1.59 1.06
H 2.85 0.24 0.57
H 3.26 -1.25 3.52
H 4.07 -0.56 2.26
H 3.01 1.12 4.17
H 3.48 1.72 2.76
H -0.05 0.84 0.10
H 0.13 -0.94 -1.23
H -2.45 0.61 -0.40
H -0.11 -3.00 -1.02
H 0.77 -4.31 -0.31
H 1.81 -2.06 -1.70
H 2.41 -1.92 -0.07
H 2.51 -4.48 -1.77
H 3.77 -3.27 -1.87
H 5.91 -4.98 0.00
H -1.40 -5.72 2.18
H -0.64 -5.47 0.70
H 1.46 -5.10 2.65
H 1.15 -6.46 1.59
C 2.70 4.31 -2.97
C 2.06 4.50 -1.61
O 2.20 3.19 -1.02
C 3.23 2.56 -1.63
O 3.70 1.54 -1.24
O 3.65 3.25 -2.70
H 3.22 5.19 -3.33
H 2.00 3.96 -3.72
H 2.60 5.22 -0.99
H 1.01 4.78 -1.67
C -0.75 -0.70 -3.81
C -1.09 -0.18 -5.19
O -0.11 0.87 -5.35
C 0.92 0.64 -4.52
O 1.93 1.27 -4.48
O 0.65 -0.40 -3.69
H -0.92 -1.77 -3.71
H -1.28 -0.17 -3.01
H -0.94 -0.93 -5.96
H -2.09 0.23 -5.26
C 4.82 0.10 -4.16
C 4.69 -0.92 -3.06
O 5.09 -2.13 -3.71
C 5.89 -1.80 -4.76
O 6.52 -2.58 -5.40
O 5.85 -0.46 -4.98
H 5.11 1.09 -3.80
H 3.91 0.19 -4.75
H 5.37 -0.73 -2.22
H 3.67 -1.01 -2.68
C 7.86 2.82 0.92
C 6.75 2.18 0.10
O 6.02 1.47 1.10
C 6.25 2.05 2.30
O 5.65 1.78 3.29
O 7.24 2.95 2.21
H 8.17 3.79 0.56
H 8.73 2.17 1.02
H 6.09 2.92 -0.36
H 7.10 1.49 -0.66
C -4.50 3.29 -5.73
C -5.35 3.49 -4.49
O -5.32 2.19 -3.89
C -4.23 1.54 -4.33
O -3.83 0.50 -3.90
O -3.63 2.22 -5.33
H -3.91 4.15 -6.02
H -5.09 2.95 -6.59
H -4.90 4.20 -3.79
H -6.37 3.79 -4.70
C 5.12 -7.07 3.87
C 5.74 -6.67 2.55
O 7.04 -6.22 2.93
C 7.36 -6.79 4.12
O 8.43 -6.75 4.63
O 6.28 -7.42 4.64
H 4.44 -7.91 3.81
H 4.62 -6.23 4.36
H 5.84 -7.52 1.87
H 5.20 -5.87 2.06
C -8.71 2.60 0.51
C -8.10 3.81 1.19
O -7.19 4.28 0.18
C -7.61 3.84 -1.02
O -7.18 4.21 -2.07
O -8.60 2.94 -0.87
H -9.76 2.43 0.77
H -8.14 1.68 0.69
H -8.84 4.59 1.38
H -7.56 3.58 2.10
C -10.32 5.41 -2.69
C -11.36 4.83 -3.62
O -12.12 4.00 -2.73
C -11.95 4.45 -1.46
O -12.55 4.06 -0.52
O -10.99 5.40 -1.42
H -10.02 6.43 -2.95
H -9.43 4.78 -2.61
H -12.02 5.59 -4.04
H -10.94 4.22 -4.42
C 2.12 6.83 -7.32
C 3.14 7.48 -6.40
O 2.44 7.50 -5.15
C 1.49 6.55 -5.17
O 0.85 6.20 -4.22
O 1.36 6.02 -6.40
H 2.56 6.20 -8.09
H 1.45 7.55 -7.78
H 4.04 6.87 -6.28
H 3.41 8.48 -6.69
```